Record 1
Computed, not measured: a structure of composition CHNOS2, with ωB97M-V/def2-TZVPD.

XYZ file:
```
6
Properties=species:S:1:pos:R:3:forces:R:3
C 0.83082 0.10236 0.00440 1.9 -1.1 0.9
N -1.19349 -0.16882 -0.41516 -1.1 1.1 -0.6
O -0.21177 0.87136 -0.27644 0.7 0.7 -1.0
S 2.40213 0.44071 0.24928 -1.1 0.0 -0.3
S -0.11644 -1.40787 0.07082 1.1 -0.1 0.2
H -1.71125 0.16225 0.36710 -1.5 -0.6 0.8
```
Positions in Å, forces in eV/Å.

HOMO	-9.191	eV
E_LUMO	-0.33	eV
total charge	0
energy relative to the best compared isomer or geometry (same formula, charge and spin)	1.8601	eV
frontier orbital gap	8.86	eV

***

Record 2
Computed, not measured: the ion CH2F3N2 with charge +1, with ωB97M-V/def2-TZVPD.

XYZ file:
```
8
Properties=species:S:1:pos:R:3:forces:R:3
C 1.03651 -0.37334 -1.22670 -4.0 1.4 3.7
N 0.19741 -0.05672 -0.09691 3.6 -1.3 -4.1
N 0.88946 0.22099 -2.39878 1.4 -1.2 -0.6
F 1.82050 -1.35030 -1.09485 0.9 0.0 -0.4
F 1.75020 -0.05242 -3.42960 -1.5 0.6 1.4
F 0.13016 1.28502 -2.55115 0.4 -0.1 -0.1
H -0.67208 0.40068 -0.27107 -0.4 0.5 0.3
H 0.57418 -0.32208 0.81184 -0.5 0.0 -0.3
```
Positions in Å, forces in eV/Å.

HOMO	-17.031	eV
structure (SMILES)	NC(F)=[N+](F)F
E_LUMO	-5.50	eV
total charge	+1
energy relative to the best compared isomer or geometry (same formula, charge and spin)	0.3224	eV
frontier orbital gap	11.54	eV

***

Record 3
Computed, not measured: a structure of composition C48H48IMnN7O3P2S2Te, with ωB97M-V/def2-TZVPD.

XYZ file:
```
113
Properties=species:S:1:pos:R:3:forces:R:3
Mn -1.28400 0.44512 0.99039 0.0 -1.0 0.3
Te 2.39820 -0.32678 -3.17001 -1.2 -0.9 0.0
C 1.65070 -1.50278 -4.79231 0.4 0.3 0.0
C 1.79300 -1.05058 -6.09851 0.0 -0.1 0.1
C 1.23120 -1.79058 -7.12481 0.1 0.2 -0.1
N 0.56790 -2.91958 -6.93661 -0.2 -0.2 -0.5
C 0.46000 -3.36328 -5.69491 -0.1 -0.1 0.3
C 0.98020 -2.70348 -4.59591 0.1 0.1 0.2
C 0.80520 -0.93618 -1.88041 0.1 1.0 0.7
P 1.07560 -1.98028 -0.45271 -0.1 -0.2 -1.1
C 0.25490 -3.54468 -0.95881 0.5 0.0 0.1
C 0.77350 -4.80038 -0.66211 -0.2 0.0 -0.1
C 0.07170 -5.94118 -1.00981 0.0 -0.2 0.1
C -1.16730 -5.84078 -1.62061 0.0 -0.2 0.0
C -1.70930 -4.59168 -1.87541 -0.1 0.0 0.0
C -1.01040 -3.45118 -1.53421 0.2 -0.1 -0.1
C 2.85990 -2.38128 -0.50411 -0.3 0.0 0.2
C 3.64500 -1.68038 0.40839 0.0 0.0 -0.1
C 5.01390 -1.86448 0.45049 0.1 0.1 0.0
C 5.61290 -2.75178 -0.42691 0.1 0.0 0.0
C 4.84100 -3.44288 -1.34561 0.0 -0.2 -0.1
C 3.46960 -3.26278 -1.39101 0.0 0.1 0.1
P -0.36150 0.34352 -1.40911 2.1 -0.8 -1.5
C -1.13330 0.70162 -3.03411 -0.7 0.2 0.3
C -1.31500 -0.35148 -3.92651 0.0 -0.1 0.1
C -1.89670 -0.14708 -5.16391 -0.1 0.1 -0.1
C -2.32750 1.11742 -5.52761 0.0 0.0 -0.1
C -2.19510 2.16552 -4.63291 -0.1 0.2 -0.1
C -1.61020 1.95842 -3.39711 0.0 -0.1 0.1
C 0.75150 1.79832 -1.18261 -0.4 0.3 0.2
C 1.14480 2.69432 -2.17371 -0.1 0.0 0.0
C 2.02450 3.72292 -1.87711 0.1 0.1 0.0
C 2.54950 3.85842 -0.60211 0.0 0.1 -0.1
C 2.19170 2.94952 0.38159 0.1 0.1 0.2
C 1.30320 1.93142 0.09239 -0.3 -0.1 -0.1
H 2.31370 -0.12658 -6.30781 0.0 0.1 -0.1
H 1.29850 -1.45408 -8.15151 0.1 0.1 -0.1
H -0.08070 -4.29498 -5.57731 0.0 -0.1 0.1
H 0.84300 -3.10478 -3.60131 0.0 0.0 0.1
H 1.73140 -4.88778 -0.16871 0.1 0.0 0.0
H 0.49530 -6.91228 -0.79821 0.0 -0.1 0.0
H -1.71180 -6.73498 -1.88671 0.0 -0.1 0.0
H -2.68310 -4.51008 -2.33551 -0.1 0.0 0.0
H -1.43930 -2.47208 -1.70291 0.0 0.0 -0.1
H 3.16630 -0.99108 1.09259 0.0 0.0 0.1
H 5.61280 -1.32188 1.16779 0.0 0.0 0.1
H 6.68250 -2.89638 -0.40181 0.1 0.0 0.0
H 5.31250 -4.12668 -2.03561 0.1 -0.1 -0.1
H 2.87740 -3.80428 -2.11701 0.0 0.0 0.0
H -0.98730 -1.34188 -3.64981 0.1 0.0 0.1
H -2.01000 -0.97678 -5.84571 0.0 -0.1 -0.1
H -2.77030 1.28602 -6.49831 0.0 0.0 -0.1
H -2.54480 3.15372 -4.90571 0.0 0.0 0.0
H -1.51040 2.78752 -2.71401 0.0 0.1 0.0
H 0.77400 2.58842 -3.18511 0.0 0.0 0.1
H 2.31260 4.41122 -2.65891 0.1 0.1 0.0
H 3.24750 4.65452 -0.38601 0.0 0.0 0.0
H 2.61680 3.03052 1.37199 0.1 0.0 0.1
H 1.04620 1.19782 0.86169 0.2 0.1 0.0
O 1.94980 -1.27188 5.59169 0.3 0.2 0.3
C 2.23750 -2.11538 4.58419 0.0 -0.2 -0.2
C 3.35280 -2.94248 4.70889 -0.1 0.1 0.1
C 3.64420 -3.88648 3.74259 -0.1 0.1 0.0
C 2.82970 -4.01858 2.63019 -0.1 -0.1 0.0
C 1.75720 -3.16318 2.47369 -0.1 -0.2 0.1
C 1.45730 -2.19238 3.41959 0.1 0.2 0.0
C 0.34410 -1.23378 3.18129 -0.3 0.6 0.1
O 0.15220 -0.74648 2.01629 -0.6 0.5 -0.1
N -0.32860 -0.90448 4.24809 0.6 -0.3 1.1
N -1.48370 -0.19818 4.14029 -0.8 0.1 -0.5
C -1.64910 0.74672 4.96339 0.6 0.0 0.5
S -3.17570 1.58052 5.14189 -0.2 0.2 0.3
C -2.70770 2.43342 6.67689 -0.2 -0.3 -0.1
C -1.25320 2.82152 6.57329 0.2 -0.3 -0.1
S -0.33820 1.34492 6.03449 -0.2 -0.1 -0.1
H 1.06070 -0.89378 5.41789 0.0 -0.2 -0.1
H 3.95730 -2.84778 5.59669 0.1 0.0 0.1
H 4.49590 -4.53828 3.86999 0.1 0.0 0.0
H 3.03500 -4.77458 1.88659 0.0 0.0 -0.1
H 1.10980 -3.25508 1.61439 0.0 0.0 0.0
H -2.86910 1.74222 7.50339 0.0 0.1 0.1
H -3.36200 3.29562 6.77979 0.0 0.1 0.0
H -0.85440 3.11962 7.53979 0.0 0.1 0.0
H -1.09520 3.61602 5.84189 -0.1 0.0 0.1
C -3.95020 3.80912 -1.46331 -0.2 -0.3 -0.2
N -2.72060 4.32902 -0.91051 -0.1 -0.2 0.0
C -2.48710 5.74522 -1.02181 0.2 0.2 -0.1
C -1.82270 3.50652 -0.37641 0.4 0.4 0.2
O -1.97080 2.29382 -0.25941 -0.3 -0.1 0.0
H -3.94460 3.90222 -2.55051 0.0 0.0 0.0
H -4.80440 4.34992 -1.05801 0.0 0.1 0.0
H -4.03190 2.75642 -1.19851 0.0 0.1 -0.1
H -3.36580 6.28842 -0.67361 0.0 0.0 0.0
H -2.28750 6.03332 -2.05681 0.0 0.0 0.0
H -1.63100 6.02052 -0.41011 0.1 0.1 0.0
H -0.91520 4.01782 -0.02091 0.0 -0.1 0.0
N -2.24330 -2.57528 1.12259 0.1 -0.1 0.2
N -2.81490 -1.29028 1.42279 0.0 0.2 0.4
H -2.62710 -3.30328 1.72749 0.1 0.3 -0.1
H -1.23870 -2.52148 1.29679 -0.2 0.1 -0.2
H -2.95830 -1.15588 2.43759 0.1 0.0 -0.4
H -3.72470 -1.25828 0.96079 0.3 0.1 0.1
I -4.40150 1.76332 1.82039 0.2 0.4 0.1
C -2.68030 2.90042 2.32719 -0.2 -1.0 0.0
C -2.80300 4.26132 2.47889 0.2 0.6 0.3
C -1.66900 4.97682 2.85739 0.1 -0.8 0.0
C -0.49830 4.25902 3.11609 -0.4 0.5 0.2
C -0.48780 2.89322 2.92869 -0.2 -0.6 -0.2
N -1.55490 2.19922 2.48679 -0.1 1.1 -0.4
H -3.75250 4.75602 2.33779 0.0 -0.1 -0.1
H -1.70700 6.05052 2.96269 0.0 0.1 0.1
H 0.38170 4.75432 3.49619 0.1 0.0 -0.1
H 0.39230 2.30572 3.15499 0.1 0.0 -0.2
```
Positions in Å, forces in eV/Å.

HOMO (spin up / spin down)	-5.886 / -5.880	eV
multiplicity	6
E_LUMO (spin up / spin down)	-0.82 / -0.86	eV
total charge	0
frontier orbital gap (spin up / spin down)	5.06 / 5.02	eV

***

no.,strongest force on any atom (eV/Å),energy (eV)
1,2.356,-26258.027
2,5.657,-12189.044
3,2.693,-154088.988